# C6H12Si

A single C6H12Si molecule in a non-equilibrium geometry (ωB97M-V/def2-TZVPD, the Open Molecules 2025 dataset).

The charge is 0. As for the structure (SMILES): C=C/C=C(/C)[SiH2]C. As for the molar mass: 112.2 g/mol. The calculation puts the orbital gap at 9.19 eV. The value obtained for the LUMO energy is 0.73 eV. Its HOMO energy is -0.311 Eh.

Positions of all 19 atoms, in Å:
C (0.659, -1.623, 0.674)
C (-3.413, 0.075, -0.948)
H (3.787, 1.209, 0.205)
H (-1.943, 1.525, -0.797)
Si (1.166, 0.995, -0.474)
H (-3.931, 0.716, -1.683)
C (-2.284, 0.542, -0.457)
H (1.111, -1.419, 1.692)
H (2.637, 1.566, 1.452)
H (1.484, -1.939, 0.072)
H (2.841, -0.208, 0.916)
H (-3.732, -0.860, -0.553)
C (0.025, -0.377, 0.186)
H (0.007, -2.548, 0.813)
C (-1.347, -0.395, 0.070)
H (0.179, 2.268, -0.395)
H (1.869, 0.842, -1.876)
C (2.769, 0.900, 0.614)
H (-1.884, -1.270, 0.489)

Forces on atoms 1 to 2 (eV/Å):
C 0.1 -1.2 2.3
C -0.8 1.4 -0.4

# C4H6N2O

A molecular structure, C4H6N2O (ωB97M-V/def2-TZVPD, the Open Molecules 2025 dataset).

The charge is 0. As for the molar mass: 98.1 g/mol. The calculation puts the orbital gap at 8.83 eV. The value obtained for the LUMO energy is 0.73 eV. Its HOMO energy is -0.298 Eh.

Positions of all 13 atoms, in Å:
C (-1.875, 0.901, 0.609)
C (2.172, 0.036, -0.502)
O (1.237, -0.641, 0.386)
H (-2.647, 1.625, 0.837)
N (-2.136, -0.301, 0.004)
H (-3.052, -0.623, -0.262)
N (-0.587, 1.053, 0.864)
C (-0.134, -0.115, 0.368)
H (0.844, -1.489, -0.047)
C (-0.969, -1.029, -0.187)
H (3.098, -0.538, -0.485)
H (1.732, 0.087, -1.500)
H (2.317, 1.032, -0.086)

Forces on atoms 1 to 2 (eV/Å):
C -0.2 0.0 0.0
C 0.1 0.1 -0.1

# C6H14O2

3 unconnected molecules or ions with the total composition C6H14O2 in a non-equilibrium geometry (ωB97M-V/def2-TZVPD, the Open Molecules 2025 dataset).

The charge is 0. As for the structure (SMILES): C=C/C=C/CC.O.O. As for the molar mass: 118.2 g/mol. The calculation puts the orbital gap at 9.71 eV. The value obtained for the LUMO energy is 0.65 eV. Its HOMO energy is -0.333 Eh.

Positions of all 22 atoms, in Å:
H (-0.531, -1.480, -2.994)
C (-2.167, -1.037, -1.845)
H (0.553, 2.983, 1.661)
O (-1.509, -2.221, 1.387)
C (1.088, 1.526, 0.079)
H (-0.849, 0.486, 0.152)
H (1.981, -1.263, 2.825)
H (1.733, 1.119, 0.861)
O (2.687, -0.617, 2.739)
H (-2.654, -0.420, -1.106)
H (-2.874, -1.662, -2.355)
H (-0.632, 2.901, 0.321)
H (-1.747, -1.309, 1.246)
H (2.670, -0.377, 1.811)
H (0.789, 0.532, -2.347)
C (-0.919, -0.822, -2.237)
C (0.416, 2.835, 0.593)
C (0.029, 0.137, -1.676)
H (1.844, 1.831, -0.646)
H (-1.293, -2.696, 0.591)
C (0.070, 0.557, -0.409)
H (0.905, 3.657, 0.097)

Forces on atoms 1 to 2 (eV/Å):
H 0.2 0.0 -0.5
C -0.6 0.8 0.0

# C3H7NO

2 unconnected molecules or ions with the total composition C3H7NO (ωB97M-V/def2-TZVPD, the Open Molecules 2025 dataset).

The charge is 0. As for the structure (SMILES): CN=C=O.C. As for the molar mass: 73.1 g/mol. The calculation puts the orbital gap at 11.15 eV. The value obtained for the LUMO energy is 0.75 eV. Its HOMO energy is -0.382 Eh.

Positions of all 12 atoms, in Å:
H (-0.076, 1.420, 1.664)
H (-1.727, 2.071, 1.487)
H (-1.005, 1.146, 0.157)
H (1.333, -1.015, 0.636)
C (-1.068, 1.235, 1.244)
H (2.082, -0.232, -0.778)
C (-0.557, -0.572, -1.672)
C (1.523, -1.109, -0.438)
O (-1.439, -0.005, -2.210)
H (-1.480, 0.313, 1.663)
N (0.282, -1.253, -1.149)
H (2.133, -2.000, -0.603)

Forces on atoms 1 to 2 (eV/Å):
H -0.1 0.0 -0.1
H 0.1 -0.1 0.0

# C6H10S2

A single C6H10S2 molecule in a non-equilibrium geometry (ωB97M-V/def2-TZVPD, the Open Molecules 2025 dataset).

The charge is 0. As for the structure (SMILES): C[C@H]1[C@@H]2SCC[C@]12S. As for the molar mass: 146.3 g/mol. The calculation puts the orbital gap at 9.19 eV. The value obtained for the LUMO energy is 0.58 eV. Its HOMO energy is -0.316 Eh.

Positions of all 18 atoms, in Å:
C (0.870, -0.186, -0.472)
H (-1.128, 0.361, -2.504)
H (-0.377, -1.900, -0.171)
H (-2.128, -1.224, -2.262)
H (-0.479, -1.410, -3.278)
S (-0.839, 1.950, -0.741)
C (0.566, -0.420, 2.149)
S (1.554, -1.206, 0.821)
C (-0.467, 0.341, -0.043)
H (-0.126, 2.808, 0.258)
H (1.058, 0.374, 2.812)
H (-0.950, 1.222, 2.037)
C (-0.335, -0.974, -0.995)
H (1.359, 0.666, -1.249)
H (0.441, -1.193, 2.938)
H (-1.832, -0.559, 1.282)
C (-1.028, -0.845, -2.368)
C (-0.819, 0.243, 1.539)

Forces on atoms 1 to 2 (eV/Å):
C 0.3 1.6 -2.5
H 0.4 -3.2 -0.5

# C5H9NO2

A molecular structure, C5H9NO2 in a non-equilibrium geometry (ωB97M-V/def2-TZVPD, the Open Molecules 2025 dataset).

The charge is 0. As for the molar mass: 115.1 g/mol. The calculation puts the orbital gap at 8.72 eV. The value obtained for the LUMO energy is 0.11 eV. Its HOMO energy is -0.316 Eh.

Positions of all 17 atoms, in Å:
C (-1.162, 1.684, 0.706)
H (-1.571, -1.196, 0.851)
H (-1.387, -0.366, -1.591)
H (-1.215, 2.382, -1.154)
H (0.207, 0.427, -2.136)
C (1.740, -0.201, 0.088)
O (0.312, -1.686, -1.257)
N (-0.969, 1.641, -0.512)
H (-0.130, -2.077, 1.306)
H (2.219, -0.855, 0.816)
O (-1.204, 1.905, 1.841)
C (0.377, -0.776, -0.285)
H (2.367, -0.151, -0.803)
H (-0.338, -0.417, 1.899)
H (1.645, 0.801, 0.517)
C (-0.507, -1.087, 1.060)
C (-0.384, -0.028, -1.346)

Forces on atoms 1 to 2 (eV/Å):
C 0.6 2.3 -1.6
H 0.0 0.1 -0.2

Look up the molar mass of the sixth one.
115.1 g/mol

The highest molar mass belongs to which entry?
C6H10S2

charge of number 4 (C3H7NO)?
0